[1]
Below is an isolated molecule of C8H13N in a non-equilibrium geometry, with properties calculated with the ωB97M-V functional and the def2-TZVPD basis.

Calculated values
ΔE to the lowest compared entry with this formula, charge and spin, eV: 6.253
Max |F|, eV/Å: 5.6
Total energy, a.u.: -367.147359
2S+1: 1
E_LUMO, eV: 0.912
SMILES: C#C[C@@H]1CC(C)(C)N1C
Gap between HOMO and LUMO, hartree: 0.36424

Geometry (Å):
C: 1.28127 0.64401 -1.07865
C: -0.33576 1.22009 0.63046
C: -1.27428 0.09937 0.80668
C: -0.48088 -0.88007 -0.20475
C: 0.18885 -2.21758 0.20581
C: -1.12597 -0.71030 -1.50201
C: 0.45092 1.90685 1.74415
C: 1.09775 2.35956 2.65377
H: 0.51222 0.77730 -2.02014
H: 2.02280 -0.27138 -1.17318
H: 1.92438 1.33755 -0.73143
H: -0.59825 2.00859 -0.08910
H: -2.36137 0.16851 0.30017
H: -1.12242 -0.23896 1.82141
H: 0.76307 -2.39099 -0.76596
H: 1.12330 -2.00974 0.99686
H: -0.55552 -3.06754 0.43009
H: -0.44773 -0.63303 -2.35492
H: -1.74531 0.34400 -1.26254
H: -1.81330 -1.51777 -1.68264
H: 1.86505 2.90905 3.15786
N: 0.63116 0.16246 0.11807

Forces on atoms 1 to 2 (eV/Å):
C -0.7 -5.4 -1.6
C 3.2 0.6 0.2



[2]
Below is the ion C8H13N2 with charge +1 in a non-equilibrium geometry, with properties calculated with the ωB97M-V functional and the def2-TZVPD basis.

Calculated values
ΔE to the lowest compared entry with this formula, charge and spin, eV: 1.386
Max |F|, eV/Å: 3.2
Total energy, a.u.: -421.885984
2S+1: 1
E_LUMO, eV: -5.552
SMILES: C=C1N=C(CC)[NH+]=C1CC
Gap between HOMO and LUMO, hartree: 0.33145
Charge: +1

Geometry (Å):
C: -1.29945 0.18864 -0.23892
C: 1.07747 -2.35773 -0.01471
C: 0.45484 -1.18371 -0.13271
C: 0.94594 0.15662 -0.40623
C: -3.63155 -0.10629 0.49574
C: 3.17288 0.60935 0.64093
C: -2.62587 0.82848 -0.17311
C: 2.32791 0.58106 -0.64999
N: -0.10193 0.94717 -0.44797
N: -1.06266 -1.04418 -0.09529
H: 0.50473 -3.25825 0.14152
H: 2.15220 -2.43904 -0.06861
H: -3.32953 -0.31567 1.52034
H: -3.67954 -1.05005 -0.04167
H: -4.61902 0.34806 0.50782
H: 2.78651 1.34921 1.33930
H: 4.19319 0.87568 0.37461
H: 3.18203 -0.36432 1.12401
H: -2.96459 1.07024 -1.18493
H: -2.54541 1.77133 0.37627
H: 2.79219 -0.12694 -1.34191
H: 2.34233 1.57322 -1.10426
H: -0.07266 1.94710 -0.62020

Forces on atoms 1 to 2 (eV/Å):
C 0.1 -0.1 0.0
C 0.0 0.5 0.0



[3]
Below is a cluster of 2 separate species, C8H13N2 in total in a non-equilibrium geometry, with properties calculated with the ωB97M-V functional and the def2-TZVPD basis.

Calculated values
ΔE to the lowest compared entry with this formula, charge and spin, eV: 8.107
Max |F|, eV/Å: 4.2
Total energy, a.u.: -421.638994
2S+1: 1
E_LUMO, eV: -5.046
Gap between HOMO and LUMO, hartree: 0.25997
Charge: +1

Geometry (Å):
C: -2.20692 -0.58325 1.60608
C: -2.98234 -0.69895 0.55864
C: -0.79762 0.08420 -2.79944
C: -0.06370 0.25756 -1.72593
C: 1.53888 1.10546 -0.00870
C: 2.99905 1.40207 -0.36548
C: 1.05456 1.53505 1.33077
C: -1.01163 -2.37948 0.39180
N: 0.73790 0.62261 -0.90608
N: -1.33194 -0.96351 0.47585
H: -2.00844 -0.24345 2.58729
H: -3.81670 -0.64424 -0.09490
H: -0.35953 -0.13692 -3.76704
H: -1.81601 -0.33005 -2.49232
H: 3.56816 0.43057 -0.26921
H: 3.55884 1.90402 0.44720
H: 3.17106 1.85805 -1.31441
H: 0.06481 2.11931 1.24845
H: 0.60003 0.82815 2.10208
H: 1.83836 2.11360 1.79706
H: 0.05424 -2.38214 0.79699
H: -1.60238 -3.15038 1.03869
H: -1.18866 -2.74828 -0.63740

Forces on atoms 1 to 2 (eV/Å):
C -1.3 -0.2 -2.9
C 3.5 0.0 2.3